# 1
Entry from the Open Molecules 2025 dataset: a molecular structure, C45H44MoN8O2S2 (ωB97M-V/def2-TZVPD).

Geometry as XYZ:
```
102
Properties=species:S:1:pos:R:3:forces:R:3:mulliken_charge:R:1
H -3.035592 0.594790 -5.353233 0.004 -0.024 -0.009 0.5871
C 0.814833 2.261618 -1.054705 -0.193 -0.114 0.190 -0.3532
H -1.227601 2.825893 -8.845232 0.002 -0.001 -0.002 0.4792
C 1.354977 -1.405944 1.500746 -0.040 0.132 -0.017 -0.8700
N -1.236934 0.165350 -2.652076 0.039 -0.052 0.148 2.0353
H 0.580354 -6.211908 1.016343 -0.043 -0.007 -0.021 0.5136
C 1.088922 -3.046731 -0.069319 -0.047 0.058 0.006 -0.0083
C -3.386164 -4.974884 -0.058882 0.060 0.043 -0.066 -0.2115
C -2.450141 0.056200 -3.300532 0.024 0.116 0.116 -1.5938
H 0.790089 2.345185 0.032933 -0.019 0.029 -0.017 0.5003
N -0.988065 0.880287 -4.712555 0.001 0.059 -0.039 0.5637
H -2.258093 1.781763 -6.886667 0.004 0.007 0.010 0.3526
C -2.313594 0.514621 -4.563130 0.086 -0.031 -0.124 -0.6827
H -1.807875 -4.224657 1.975534 0.008 0.014 -0.012 0.2343
H 1.412017 -2.646318 -4.036083 -0.023 0.014 0.013 0.3607
H 1.546562 -6.649665 -1.218236 0.044 0.000 0.007 0.6602
H -0.463230 5.424674 -1.457194 -0.008 -0.010 0.008 0.4229
C -2.309758 -4.463672 -0.843266 0.175 -0.011 0.009 -0.0940
O -2.527677 2.890598 1.245802 -0.031 -0.028 0.017 -0.5162
C -3.807390 2.144758 -1.436973 -0.229 0.075 -0.079 0.7787
H 1.695690 -0.441210 4.029801 -0.005 0.017 0.026 0.6624
C 1.076617 -5.683345 -1.054191 -0.066 0.093 0.112 0.1725
H 0.155957 -2.889710 2.514509 -0.008 -0.010 0.017 -0.6644
H -4.952163 3.061425 0.841034 -0.002 -0.037 -0.020 0.3567
C 0.994203 1.670733 -5.910989 0.016 -0.011 -0.068 -0.3514
C 0.606830 -0.345698 2.211132 -0.017 -0.091 -0.152 0.0556
C -1.042796 1.221241 2.001765 -0.121 -0.052 -0.255 -0.3421
H -1.448991 2.504730 3.643027 0.001 -0.004 0.027 0.6168
H 1.063472 4.861537 -0.773257 0.009 0.000 0.008 0.4732
H -3.978006 4.355830 -4.009110 -0.006 0.000 -0.009 0.4967
H -1.547537 4.431039 -3.609636 -0.002 0.003 -0.004 0.6371
C 0.120891 1.060553 4.067438 0.031 -0.042 -0.050 -0.7513
H -5.141179 -0.474809 -1.663329 0.077 -0.007 -0.038 0.2407
H -5.421418 2.970798 -2.577150 -0.012 0.000 0.000 0.5118
C -1.289985 -5.232887 -1.292486 -0.205 0.112 0.159 0.4808
C -0.383796 0.643876 -3.538858 -0.003 0.065 -0.035 -1.4471
C 1.761376 -4.583004 -1.803922 -0.040 -0.086 -0.076 -1.0547
C 1.715974 -3.319674 -1.368790 -0.025 0.026 0.147 0.6451
H 2.737125 -1.476351 -4.120189 0.006 0.005 -0.009 0.3553
H 2.369114 -3.967335 3.139715 -0.032 0.008 -0.013 0.3464
C -3.540734 3.739661 -3.234895 0.028 -0.052 0.048 -1.7218
H -6.265644 2.884531 -0.322752 -0.008 0.001 0.012 0.3705
C 0.887378 0.046524 3.502284 -0.002 0.081 0.097 -0.9912
C 1.404759 -4.448301 3.297620 0.021 -0.032 0.019 -1.7084
C 0.868643 -5.375597 0.389989 0.025 -0.083 -0.098 -1.3869
C -4.348907 2.952198 -2.432574 -0.005 0.027 -0.051 -0.4271
H 1.085303 -4.265974 4.323114 0.007 0.016 0.008 0.4449
C -5.572935 2.335498 0.317824 -0.016 0.060 -0.031 -1.6728
H -3.327347 -0.319189 -2.808070 -0.037 -0.016 0.021 0.3492
C 2.347768 -2.164955 -2.119202 -0.004 0.010 0.022 2.1471
H 3.720971 -1.735401 -0.467748 -0.009 -0.005 -0.003 0.3286
H 0.302816 1.386698 5.082092 0.000 -0.002 0.007 0.4958
C -0.607288 2.500469 -8.021920 -0.065 -0.009 -0.013 -1.1356
C 0.814991 -4.126718 0.883343 0.065 0.045 -0.038 0.9405
H 1.732817 -1.280000 -1.918391 0.000 -0.049 -0.038 -1.0412
O 2.395858 -1.865214 1.892075 -0.014 -0.010 -0.030 -0.5455
C 2.390084 -2.384964 -3.627669 0.037 0.007 -0.014 -1.8434
C -1.185499 1.903102 -6.914177 0.007 0.094 -0.076 -0.6553
C -4.735466 1.362724 -0.520367 0.060 -0.070 -0.005 1.0456
C 0.768460 2.686415 -8.077096 0.095 0.068 -0.128 0.4128
H -6.428060 0.020452 -0.583740 0.010 -0.014 0.018 0.4938
H -0.470685 4.494507 0.039197 0.011 0.003 -0.014 0.3268
H -0.957411 -5.716797 2.397808 0.000 0.000 0.009 0.2937
C 1.567718 2.269819 -7.017317 0.022 -0.009 0.038 -1.0855
Mo -0.790596 -0.395971 -0.559288 -0.571 -0.671 -0.201 -0.8566
S -0.936315 -2.448051 -2.057361 -0.039 0.395 -0.099 -0.3144
H 1.850191 2.404175 -1.368248 -0.016 0.060 0.020 0.5202
S -2.546525 -1.880892 0.168768 0.180 0.357 0.182 -0.2725
H 1.536920 -5.526898 3.189982 0.009 0.000 -0.008 0.4163
N -1.807174 1.299299 -0.291533 -0.084 0.126 0.104 2.6412
C -0.381791 1.491341 -5.864905 -0.099 -0.122 0.169 1.8920
N -0.361695 0.205689 1.480899 0.004 0.152 0.170 0.7928
H -1.279845 -4.514853 3.627199 -0.006 0.015 0.002 0.4949
H -6.166349 1.785850 1.048418 -0.001 -0.003 0.018 0.4701
C -0.103967 3.295322 -1.736936 0.087 -0.035 -0.080 -0.3107
H -6.180001 0.884873 -2.090928 -0.002 0.029 0.012 0.2568
N -4.260455 -5.328522 0.596092 -0.030 -0.023 0.031 -0.4179
C -2.172014 3.774630 -3.013421 -0.035 -0.010 0.000 -0.1809
C -2.022341 -3.051081 -0.944121 -0.144 -0.275 -0.063 1.0903
C 0.336186 -3.946865 2.323909 -0.030 0.029 -0.079 1.1689
C 0.016580 4.599812 -0.932997 -0.041 0.032 0.009 -1.6114
H 0.330085 3.494257 -2.722122 -0.007 -0.053 -0.012 0.6186
C -5.663796 0.396061 -1.264023 0.021 0.003 -0.028 -1.3880
H -4.119816 0.765986 0.159832 -0.061 0.019 0.024 -0.2751
H 4.180092 -1.009924 -2.013989 0.002 0.003 -0.012 0.4664
H 2.638511 2.410050 -7.064673 -0.001 0.004 -0.002 0.4639
H 0.650861 0.856059 -3.351415 0.055 0.020 -0.019 0.4378
N 0.765719 -1.766759 0.265995 0.337 0.019 0.154 1.4060
N -0.292777 -5.752247 -1.665223 0.116 -0.118 -0.139 -0.3751
C -1.004102 -4.642204 2.580693 0.016 -0.034 0.010 -1.1841
H 0.581133 1.208078 -1.306212 0.202 0.014 -0.141 -0.6810
H 1.639143 1.341071 -5.109656 0.005 -0.025 0.017 0.4099
C -0.853741 1.672698 3.292523 0.022 0.034 0.045 -0.9423
C -1.586195 3.014025 -2.004980 0.093 0.132 -0.056 0.7597
C -1.907440 1.896571 0.999626 0.156 -0.077 -0.116 0.0528
C 3.744191 -1.893223 -1.547401 0.008 -0.004 0.012 -1.5494
C -2.425463 2.171398 -1.280308 0.292 -0.238 0.280 -0.9219
H 2.207597 -4.833758 -2.756817 -0.024 -0.007 -0.018 0.5289
H 4.402716 -2.739635 -1.749234 0.007 0.006 0.011 0.3637
N 1.852910 3.793859 -10.151013 0.038 0.036 -0.046 -0.4252
H 3.093173 -3.172070 -3.904341 0.014 -0.004 0.021 0.5540
C 1.371942 3.305543 -9.231109 -0.111 -0.099 0.163 -0.1325
```
Forces are in eV/Å.

As for the total charge: +2. The value obtained for the LUMO energy (spin up / spin down) is -7.91 / -7.91 eV. The calculation puts the largest force on an atom at 0.90 eV Å⁻¹. The value obtained for the energy relative to the best compared isomer or geometry (same formula, charge and spin) is 30.3 kJ/mol. The gap between HOMO and LUMO (spin up / spin down) is 5.69 / 5.69 eV.

# 2
Entry from the Open Molecules 2025 dataset: C7H9N5O in the gas phase (ωB97M-V/def2-TZVPD).

Geometry as XYZ:
```
22
Properties=species:S:1:pos:R:3:forces:R:3:mulliken_charge:R:1
N 1.550366 1.469590 0.035744 0.245 1.350 -0.249 -0.1722
H -3.011240 -2.613128 0.329019 -1.451 -0.795 0.086 0.4402
C 2.308244 0.259084 0.457947 -0.137 2.599 0.945 -0.8899
N -2.925556 -0.510908 -0.017307 0.626 -3.607 0.311 -0.6857
H 1.049871 -2.553719 -0.402299 -0.006 -1.006 -0.005 0.2555
H 3.017376 -1.611114 0.246545 -0.890 1.303 -2.433 0.2791
C -0.595647 0.265491 -0.054181 -0.606 0.785 -0.313 0.3926
C -2.001698 0.458177 -0.073195 -1.522 1.490 0.136 -0.0020
H 1.925449 2.448625 0.152353 -0.195 -1.801 -0.148 0.2999
H -2.244906 2.543791 -0.396862 0.439 -0.740 0.442 0.2440
C -0.243257 -1.108596 -0.066603 2.569 1.495 0.066 0.4847
H 1.822861 -0.031732 1.417145 0.724 -0.210 -0.467 0.4335
H 3.340665 0.604156 0.659932 -0.594 -0.184 -0.114 0.3814
C -2.419505 -1.771286 0.147534 1.537 3.594 -0.007 -0.2588
N -2.654525 1.663548 -0.098584 2.277 0.520 -0.259 -0.3527
C 2.299919 -0.918309 -0.455055 1.749 -1.485 2.743 -0.2911
H -3.609325 1.598548 -0.213197 -2.200 -0.568 -0.156 0.2449
C 0.196569 1.534755 -0.048878 -1.773 2.178 0.187 0.5590
H 2.658940 -0.784187 -1.494245 -0.203 0.014 0.607 0.2521
N 1.067023 -1.577674 -0.253501 -2.845 -0.100 -0.531 -0.1349
O -0.411728 2.686620 -0.056928 2.975 -3.501 -0.209 -0.7972
N -1.119904 -2.051736 0.184623 -0.722 -1.330 -0.631 -0.6825
```
Forces are in eV/Å.

As for the total charge: 0. The value obtained for the LUMO energy is 0.52 eV. The calculation puts the largest force on an atom at 4.60 eV Å⁻¹. The value obtained for the energy relative to the best compared isomer or geometry (same formula, charge and spin) is 62.7 kJ/mol. The gap between HOMO and LUMO is 9.33 eV. As for the SMILES: Nc1ncnc2c1C(=O)NCCN2.

# 3
Entry from the Open Molecules 2025 dataset: a molecular structure, C5H7N (ωB97M-V/def2-TZVPD).

Geometry as XYZ:
```
13
Properties=species:S:1:pos:R:3:forces:R:3:mulliken_charge:R:1
H -0.343437 -1.795627 0.998820 0.123 -0.145 -0.124 0.4628
C -0.311789 -0.811543 0.532701 -1.520 -0.798 -0.250 -0.1344
C 0.434687 -0.326928 -0.735588 -0.056 -0.222 -0.360 -0.3873
H 2.132037 1.025924 -0.153353 -0.187 -0.367 -0.043 0.2491
C 1.632203 0.073968 0.095683 0.075 -0.229 -0.050 -0.4230
H -2.383293 0.592642 0.738279 0.667 -0.805 0.207 0.2883
C -0.376991 0.826555 -0.176223 0.912 0.966 0.658 -0.0910
H -0.254247 1.889245 -0.281177 0.122 0.478 -0.658 0.5020
N 0.538209 0.276924 1.121668 -1.570 1.204 -0.914 -0.5662
H 0.358153 -0.778168 -1.727624 -0.002 0.247 -0.060 0.3982
H -2.166141 -0.351383 -0.790478 0.594 0.324 0.413 0.2548
C -1.643207 0.076524 0.092552 0.985 -0.696 0.773 -0.8158
H 2.383817 -0.698129 0.284740 -0.144 0.043 0.407 0.2624
```
Forces are in eV/Å.

As for the total charge: 0. The value obtained for the LUMO energy is 1.20 eV. The calculation puts the largest force on an atom at 2.18 eV Å⁻¹. The value obtained for the energy relative to the best compared isomer or geometry (same formula, charge and spin) is 449.8 kJ/mol. The gap between HOMO and LUMO is 10.25 eV.

# 4
Entry from the Open Molecules 2025 dataset: C4H7N in the gas phase (ωB97M-V/def2-TZVPD).

Geometry as XYZ:
```
12
Properties=species:S:1:pos:R:3:forces:R:3:mulliken_charge:R:1
H -1.106046 -1.683799 -0.737305 1.521 2.065 2.242 0.2638
H 1.198014 -1.297013 1.092827 -0.162 -0.298 -0.909 0.2151
H -1.812296 0.466416 0.956134 0.066 0.388 0.521 0.2353
N -0.681390 -1.044263 0.065772 -0.228 -1.678 -2.481 -0.3929
H -1.854956 0.653110 -0.738982 -0.366 -0.526 -0.723 0.2584
H 1.367454 -1.500612 -0.744635 -0.625 -0.215 0.607 0.2761
C 0.045873 1.228909 -0.017397 -2.201 0.294 1.059 -0.3046
C 1.160814 0.562300 -0.019443 -0.022 -2.401 -0.211 -0.3942
C 0.825532 -0.996934 0.082754 0.275 1.998 0.120 -0.4328
H -0.081546 2.294419 0.093726 0.166 0.220 -0.368 0.3842
H 2.150648 0.983858 -0.099302 0.133 -0.159 0.159 0.3975
C -1.212102 0.333609 0.065851 1.444 0.313 -0.016 -0.5057
```
Forces are in eV/Å.

As for the total charge: 0. The value obtained for the LUMO energy is 1.19 eV. The calculation puts the largest force on an atom at 3.41 eV Å⁻¹. The value obtained for the energy relative to the best compared isomer or geometry (same formula, charge and spin) is 131.7 kJ/mol. The gap between HOMO and LUMO is 9.79 eV. As for the SMILES: C1=CCNC1.